Below is a single C5H10O molecule, with properties calculated with wB97M-V/def2-TZVPD.

Summary:
- energy relative to the best compared isomer or geometry (same formula, charge and spin) (kJ/mol) = 83.2
- SMILES = C[C@H]1C[C@@H](O)C1
- Kohn-Sham gap (eV) = 10.909
- F_max (eV Å⁻¹) = 0.377
- highest occupied orbital energy (eV) = -9.8905

Structure (ORCA input):
```
! wB97M-V def2-TZVPD RIJCOSX def2/J DEFGRID3
* xyz 0 1
C -1.103 1.433 -0.906
C -0.789 0.049 -0.364
C 0.571 -0.574 -0.761
C 0.782 -0.987 0.713
O 2.006 -0.644 1.321
C -0.366 -0.055 1.121
H -1.243 1.413 -1.993
H -0.279 2.122 -0.684
H -2.014 1.844 -0.454
H -1.614 -0.638 -0.586
H 1.298 0.198 -1.039
H 0.570 -1.364 -1.519
H 0.538 -2.045 0.885
H 2.693 -1.201 0.935
H -1.096 -0.440 1.838
H 0.046 0.889 1.493
*
```

Atom charges from the natural (NBO) analysis, given in e for atoms 1 to 4: -0.60, -0.21, -0.44, 0.10